# 1
117
Properties=species:S:1:pos:R:3:forces:R:3:lowdin_spin:R:1 method="wB97M-V/def2-TZVPD" e_lumo_ev="-0.96 / -1.01" e_above_lowest_kj_mol=66.8 homo_ev="-8.305 / -8.319" multiplicity=6 orbital_gap_ev="7.347 / 7.308"
Mn -1.1407 3.0823 1.6230 0.0635 -0.2841 -0.2788 4.73
Cl -2.4629 4.6462 -0.9917 0.3697 1.2264 -0.4772 0.01
C -3.3961 3.2923 -0.5988 0.6694 -1.9879 1.2127 0.01
C -2.9249 2.5327 0.5093 -0.3355 1.1660 -0.3801 0.02
C -3.7168 1.4713 0.8129 -1.5394 -1.4188 -0.3783 0.02
Cl -3.2486 0.3954 2.1181 0.0103 0.4400 -0.1084 0.01
C -4.9296 1.1404 0.1048 0.7690 -0.3698 1.3844 0.00
Cl -5.9547 -0.1816 0.6402 0.5836 0.6038 -0.1750 0.00
C -5.3049 1.9088 -0.9725 -0.6057 -0.9583 0.2812 0.01
Cl -6.8677 1.6621 -1.6571 0.2694 0.1585 -0.4505 0.00
C -4.4358 2.8863 -1.4025 0.2233 1.6274 -0.2220 0.00
Cl -4.6725 3.7847 -2.8410 -0.6741 -0.0408 -0.5744 0.00
Cl -0.2804 3.7708 6.7984 -0.4374 -0.7603 0.0135 0.00
C 0.5538 3.3151 5.3199 -0.9043 2.0732 -0.9778 0.00
Cl 1.6559 4.7329 5.0368 0.0812 -0.1715 -0.6248 0.00
C -0.3748 3.1194 4.0307 1.0129 -1.1094 0.8236 0.01
O -1.3970 3.7986 3.8340 0.6617 -0.0151 -0.1985 0.04
O 0.0697 2.2079 3.2457 -0.5219 1.3006 0.2685 0.04
H 1.2470 2.5294 5.4243 0.2324 -1.2040 0.3611 0.00
N 2.9905 8.7981 -0.7851 0.7426 0.7534 1.8319 0.00
C 3.8439 9.8739 -0.6255 -0.8012 -1.1376 0.4217 0.00
C 4.6978 10.4294 -1.5379 -0.7841 -0.7535 -1.3951 0.00
C 5.3886 11.5094 -1.1252 0.9488 1.1970 0.8942 0.00
C 5.3090 11.9575 0.2044 -0.0708 0.4797 1.4082 0.00
C 4.4608 11.3605 1.1385 0.6060 0.0663 -0.5466 0.00
C 3.7348 10.2604 0.7061 -1.3308 -1.1242 -0.0629 0.00
N 2.8251 9.3932 1.3447 -0.1749 -0.7159 -0.2829 0.00
C 2.4182 8.5084 0.4313 1.0971 1.8436 0.2178 0.00
C 1.5549 7.3391 0.6273 -0.2907 -1.0139 2.4832 0.00
C 1.0543 7.0449 1.9462 0.0797 0.6018 -1.5283 0.00
C 0.1935 5.9775 2.1569 0.4487 -0.7124 0.2258 0.01
N -0.0834 5.0778 1.1669 0.3395 1.0848 0.1704 0.03
C 0.4435 5.3532 -0.0459 -0.8382 -2.8891 -0.9438 0.01
C 1.2986 6.3700 -0.3433 0.0684 2.3529 -0.5718 0.00
H 2.7713 8.4456 -1.6510 -0.5800 -1.1597 -2.0112 0.00
H 4.7107 9.9966 -2.5396 0.2909 0.4349 0.1090 0.00
H 6.0273 12.0596 -1.7768 0.4413 0.1007 -0.5060 0.00
H 5.9476 12.7796 0.6016 -0.5773 -0.5870 -0.7823 0.00
H 4.3927 11.7074 2.1490 0.0540 0.1336 0.3639 0.00
H 1.3312 7.7002 2.7536 -0.0959 0.1491 0.1537 0.00
H -0.1988 5.7769 3.1897 0.2574 0.1206 -1.3622 0.00
H 0.1823 4.5991 -0.8808 0.4100 1.3468 1.5680 0.00
H 1.6145 6.6177 -1.3666 -0.1496 -0.7992 0.3713 0.00
C -0.7465 -4.9958 -0.9502 1.4335 0.7818 -2.0468 0.00
C 0.2603 -5.3116 -2.1327 0.4372 0.6850 0.6932 0.00
As 1.8727 -6.4417 -1.6844 -0.4728 -0.5042 -0.1777 0.00
C 0.8184 -7.8766 -0.8558 0.6015 -0.1988 0.2833 0.00
C 0.3713 -7.7810 0.4605 0.2872 -1.0367 -0.7859 0.00
C -0.2723 -8.8746 1.0078 -1.3534 -0.2823 0.8757 0.00
C -0.5413 -10.0189 0.2723 1.1017 1.2773 -1.1826 0.00
C -0.0735 -10.1272 -1.0453 -0.2920 0.9340 2.1842 0.00
C 0.6241 -9.0694 -1.5670 1.2236 0.5915 -1.9711 0.00
C 2.7473 -5.6201 -0.0913 -1.6011 -1.5046 -1.6181 0.00
C 2.6728 -4.2655 0.0346 -0.7580 2.3227 0.0440 0.00
C 3.3331 -3.6308 1.0641 0.8374 2.1142 0.3967 0.00
C 4.1383 -4.3243 1.9484 -0.2360 0.8532 0.4914 0.00
C 4.2175 -5.6679 1.7606 0.9072 -2.0967 0.3661 0.00
C 3.5094 -6.3757 0.7690 0.8224 3.2608 1.2976 0.00
P -1.8082 -3.5039 -1.2915 0.1624 -0.4561 1.3091 0.00
C -3.1525 -4.0702 -2.3658 0.3871 -1.7985 -0.2576 0.00
C -3.2664 -5.3467 -2.9520 -0.4059 2.0438 -0.1436 0.00
C -4.2750 -5.4838 -3.9001 0.0536 -1.5033 -0.3358 0.00
C -5.1010 -4.4868 -4.3592 0.0261 1.8388 1.8046 0.00
C -5.0796 -3.2569 -3.6265 0.6761 -1.8904 -1.2016 0.00
C -4.1069 -3.1247 -2.6844 0.4185 1.0377 1.2119 0.00
C -2.5919 -3.5846 0.4052 -0.2215 -0.6899 -0.6761 0.00
C -3.3941 -4.6578 0.8139 0.1061 0.5025 1.4943 0.00
C -3.9248 -4.8102 2.1046 0.4961 1.3240 -0.1863 0.00
C -3.5984 -3.7957 3.0469 0.0559 0.1565 -0.9462 0.00
C -2.7738 -2.7458 2.6509 -0.1507 -1.2023 -1.3521 0.00
C -2.2606 -2.6541 1.3316 -0.1460 0.8057 1.7928 0.00
H -0.2345 -4.7230 -0.0365 0.5800 0.3438 0.0986 0.00
H -1.2384 -5.8727 -0.6529 -1.2210 -1.2720 0.0822 0.00
H 0.7696 -4.3765 -2.4664 -0.7098 -0.4187 -0.0160 0.00
H -0.2052 -5.8020 -3.0341 0.4006 0.5010 1.0007 0.00
H 0.6372 -6.9452 1.0573 -0.0729 0.7424 0.4398 0.00
H -0.7171 -8.8352 2.0115 0.5331 0.1467 -0.2577 0.00
H -1.0469 -10.8326 0.6883 -0.7687 -1.0318 0.7426 0.00
H -0.2421 -11.0571 -1.4824 -0.0146 -1.1902 -1.3155 0.00
H 1.1318 -9.1549 -2.5811 -0.8752 0.0854 1.2677 0.00
H 2.0339 -3.5869 -0.5919 0.6440 -1.0801 0.2575 0.00
H 3.3578 -2.5147 1.1532 -0.4340 -1.2200 -0.1593 0.00
H 4.6255 -3.8177 2.8054 -0.1652 -0.3954 -0.8421 0.00
H 4.9304 -6.2381 2.3746 -0.5450 0.1294 -0.0689 0.00
H 3.6505 -7.3903 0.8056 -0.0826 -2.4032 -0.6086 0.00
H -2.5610 -6.1392 -2.8062 0.1204 -0.3280 0.3807 0.00
H -4.4412 -6.4886 -4.2622 0.1709 -0.0778 -0.5124 0.00
H -5.7570 -4.6424 -5.1815 -0.5373 -0.1803 -0.3607 0.00
H -5.6787 -2.4034 -3.7984 -0.8633 0.4522 -0.4898 0.00
H -4.0366 -2.2168 -2.0930 -0.1880 0.3166 -0.2407 0.00
H -3.4626 -5.4279 0.1263 -0.8047 -1.5342 -1.3193 0.00
H -4.6189 -5.6195 2.3430 0.4485 0.1543 -0.0491 0.00
H -3.9870 -3.7312 4.0569 -0.1219 -0.4506 -0.0916 0.00
H -2.5578 -1.9859 3.3426 0.3731 0.8498 0.8275 0.00
H -1.6029 -1.8345 1.0825 -0.0197 0.1851 -0.0260 0.00
C 0.0677 1.2338 -3.2341 -1.3292 -2.3498 0.8761 0.00
C -0.6363 1.7662 -1.9490 -0.3361 -0.9179 -1.3790 0.00
P 0.3355 1.6727 -0.4550 1.4744 0.1719 1.1757 0.03
C 0.6596 -0.1487 -0.3387 -0.6232 0.1470 0.3852 0.00
C 1.4895 -0.7117 0.8093 -0.1182 -0.6530 0.2653 0.00
C 2.0682 2.3731 -0.8010 -0.2214 -1.4013 1.7895 0.01
C 2.7503 2.5312 0.6012 -0.0667 -0.2103 -0.8234 0.00
H -0.5275 1.2978 -4.1540 -0.0078 0.1096 0.3832 0.00
H 0.3380 0.1322 -3.0877 -0.6628 1.3169 -0.2717 0.00
H 0.9984 1.6659 -3.3925 1.6562 1.2709 -0.3489 0.00
H -1.4719 1.0638 -1.6836 0.2364 0.9017 -0.4214 0.00
H -1.0054 2.7988 -2.0645 -0.0427 -0.5555 -0.0461 0.00
H 1.0238 -0.5159 -1.2815 0.6172 0.0037 -0.4563 0.00
H -0.3142 -0.6300 -0.3078 -0.4838 0.1691 0.1925 0.00
H 2.5561 -0.5209 0.6492 -0.1758 -0.0015 0.2220 0.00
H 1.3361 -1.8117 0.8140 0.2202 0.5781 -0.0956 0.00
H 1.1893 -0.4039 1.8284 0.1085 0.3202 -0.5928 0.00
H 1.9770 3.3098 -1.3080 0.0615 0.5742 -0.3646 0.00
H 2.7119 1.6829 -1.3445 -0.3033 0.0299 -0.5479 0.00
H 2.0559 2.8631 1.3367 -0.6610 0.3790 0.6645 0.00
H 3.5441 3.2510 0.5683 0.5338 0.4425 -0.1231 0.00
H 3.1789 1.6082 0.9967 -0.1381 -0.0640 -0.3112 0.00


# 2
13
Properties=species:S:1:pos:R:3:forces:R:3:nbo_charge:R:1 method="wB97M-V/def2-TZVPD" e_lumo_ev=0.85 e_above_lowest_kj_mol=4.5 homo_ev=-9.818 smiles="[H]/N=C/N.O.O" orbital_gap_ev=10.666
N -0.0035 1.4314 0.1863 -0.1710 -0.0438 0.0335 -0.86
C -0.6003 0.8498 -0.9227 -0.0240 0.0613 -0.0171 0.26
N -1.8017 1.1106 -1.2329 0.1427 -0.0543 -0.2332 -0.70
H -0.4760 2.2645 0.5082 -0.0075 0.0074 0.0022 0.39
H 0.9988 1.5168 0.1505 0.0876 -0.0704 -0.0106 0.40
H 0.0388 0.1271 -1.4302 0.0593 0.0324 -0.0242 0.18
H -2.0498 0.5805 -2.0670 -0.1097 0.0247 0.2038 0.34
H 1.1402 -1.3939 0.3547 0.0010 -0.1631 -0.0175 0.50
H 2.2381 -2.2418 -0.3066 -0.1359 0.2427 -0.0673 0.47
O 1.6784 -1.4681 -0.4536 0.1247 -0.1175 0.0826 -0.98
H -0.3032 -0.1911 1.4345 0.1244 -0.0400 0.0823 0.50
H -0.8356 -1.5285 1.9955 0.0366 -0.0268 -0.0372 0.48
O -0.0241 -1.0574 1.7834 -0.1281 0.1474 0.0028 -0.97